Computed, not measured: an isolated ion of composition C7H15N2 and charge +1 in a non-equilibrium geometry, with ωB97M-V/def2-TZVPD.

Bonds (Å) are listed after each position.
Positions of all 24 atoms, in Å:
1 C 2.4895 -1.3950 1.3501  C2 1.444, H10 1.049, H11 1.176, H12 1.134
2 C 1.1042 -1.0301 1.5326  C1 1.444, N3 1.352, C4 1.444
3 N 0.5836 -0.6934 2.7339  C2 1.352, H13 1.016, H14 1.013
4 C 0.2563 -0.7414 0.3998  C2 1.444, C5 1.552, H15 1.043, H16 1.015
5 C 0.4381 0.6876 -0.1772  C4 1.552, C6 1.476, H17 1.144, H18 1.078
6 C -0.6673 0.8984 -1.1329  C5 1.476, C7 1.500, C8 1.399
7 C -0.3953 0.5599 -2.5685  C6 1.500, H19 1.085, H20 1.084, H21 1.159
8 C -1.8964 1.0952 -0.4948  C6 1.399, N9 1.368, H22 1.161
9 N -3.0618 1.0914 -1.2110  C8 1.368, H23 0.981, H24 1.039
10 H 3.1417 -0.5968 1.1543  C1 1.049
11 H 2.6637 -2.0902 0.4180  C1 1.176
12 H 2.8930 -1.8479 2.3083  C1 1.134
13 H -0.4234 -0.5784 2.8001  N3 1.016
14 H 0.9878 -0.7770 3.6588  N3 1.013
15 H -0.6884 -0.8395 0.8304  C4 1.043
16 H 0.5529 -1.2997 -0.3941  C4 1.015
17 H 0.5473 1.4300 0.6861  C5 1.144
18 H 1.3967 0.7620 -0.6646  C5 1.078
19 H 0.6000 0.8371 -2.9008  C7 1.085
20 H -1.0609 1.2294 -3.1018  C7 1.084
21 H -0.8158 -0.5007 -2.7708  C7 1.159
22 H -1.8035 0.9455 0.6523  C8 1.161
23 H -2.9195 1.2476 -2.1685  N9 0.981
24 H -3.9226 1.6060 -0.9398  N9 1.039

Kohn-Sham gap: 0.23383 Eh
multiplicity: 1
F_max: 0.07212 Eh/bohr
energy: -384.9181 hartree
structure (SMILES): CC(=[NH2+])CC/C(C)=C/N
total charge: +1
energy relative to the best compared isomer or geometry (same formula, charge and spin): 2.139 eV